1.
A structure of composition C32H31F5N4O4STeW in a non-equilibrium geometry, computed with the ωB97M-V functional and the def2-TZVPD basis.

Geometry (Å):
1 W 1.6142 -0.3974 -0.7476
2 C 0.7727 -4.2445 1.2579
3 O 0.5415 -3.7513 2.5612
4 C 0.9170 -2.4906 2.9259
5 C 1.1134 -2.3501 4.2908
6 C 1.4327 -1.1328 4.8747
7 C 1.5338 -0.0202 4.0754
8 C 1.3461 -0.1358 2.6973
9 C 1.2877 1.0770 1.9440
10 N 1.1908 1.1874 0.6681
11 N 1.0126 2.4870 0.2268
12 C 0.8006 2.4411 -1.0436
13 O 0.7338 1.3015 -1.6544
14 C 0.6116 3.6721 -1.8346
15 C 0.7846 4.9232 -1.2498
16 C 0.6138 6.0678 -2.0101
17 C 0.2710 5.9676 -3.3532
18 C 0.1029 4.7202 -3.9369
19 C 0.2764 3.5710 -3.1804
20 C 1.0670 -1.3681 2.0847
21 O 0.8057 -1.4207 0.7722
22 H 0.5782 -5.3131 1.3085
23 H 1.8154 -4.0876 0.9704
24 H 0.0934 -3.7890 0.5365
25 H 1.0058 -3.2433 4.8936
26 H 1.5847 -1.0683 5.9433
27 H 1.7527 0.9545 4.4944
28 H 1.2706 2.0146 2.4898
29 H 1.0604 4.9831 -0.2055
30 H 0.7554 7.0411 -1.5581
31 H 0.1416 6.8640 -3.9465
32 H -0.1558 4.6420 -4.9852
33 H 0.1646 2.5906 -3.6256
34 C -2.0266 0.0142 3.7094
35 C -3.3295 -0.4256 3.0455
36 C -4.3779 0.6744 3.2626
37 C -3.7963 -1.7235 3.7201
38 C -3.1589 -0.6813 1.5478
39 C -4.2891 -1.0275 0.7830
40 C -4.2096 -1.2385 -0.5735
41 C -2.9625 -1.1306 -1.1794
42 S -2.5773 -1.2497 -2.8639
43 C -0.9304 -0.9192 -2.5015
44 N -0.6600 -0.7774 -1.2421
45 C -1.8132 -0.8434 -0.4481
46 C -1.9266 -0.5881 0.9236
47 C 0.1339 -0.7889 -3.4759
48 C -0.0863 -0.8289 -4.8471
49 C 0.9751 -0.6211 -5.7097
50 C 2.2359 -0.3715 -5.1811
51 C 2.4516 -0.3270 -3.8082
52 C 1.3957 -0.5422 -2.9344
53 H -2.2100 0.2102 4.7675
54 H -1.6355 0.9333 3.2639
55 H -1.2565 -0.7575 3.6472
56 H -4.4877 0.8752 4.3307
57 H -5.3583 0.3898 2.8769
58 H -4.0762 1.6016 2.7705
59 H -3.9332 -1.5595 4.7916
60 H -3.0553 -2.5153 3.5867
61 H -4.7459 -2.0734 3.3102
62 H -5.2533 -1.1157 1.2669
63 H -5.0926 -1.4716 -1.1542
64 H -1.0591 -0.3052 1.4886
65 H -1.0832 -1.0083 -5.2355
66 H 0.8242 -0.6456 -6.7810
67 H 3.0733 -0.1979 -5.8461
68 H 3.4462 -0.1374 -3.4309
69 N 1.4084 -2.6026 -1.6121
70 H 0.7345 -2.8402 -2.3291
71 H 1.2964 -3.1854 -0.7930
72 H 2.3425 -2.7572 -1.9820
73 F 3.6032 0.1300 1.1179
74 Te 4.9414 0.1253 -0.5464
75 F 5.6521 1.0401 -2.0500
76 F 4.8090 -1.2768 -1.9620
77 F 5.0252 1.9228 0.1239
78 F 3.0320 -1.6448 -0.3011
79 O 3.1136 0.5691 -1.2301

Its HOMO-LUMO gap is 7.4 eV.

2.
A structure of composition C32H31N5O3PPtSe2 in a non-equilibrium geometry, computed with the ωB97M-V functional and the def2-TZVPD basis.

Geometry (Å):
1 Pt 17.7153 12.4305 10.4024
2 Se 19.3890 13.5963 9.1805
3 P 19.8626 14.7027 11.0156
4 Se 18.4595 13.7577 12.4634
5 C 19.4944 16.4822 10.7259
6 C 19.5791 17.3485 11.8229
7 C 19.3044 18.6897 11.7104
8 C 18.9365 19.2498 10.4999
9 C 18.8463 18.3641 9.4202
10 C 19.0697 16.9981 9.5159
11 C 21.5526 14.4553 11.5556
12 C 22.5281 15.4631 11.5360
13 C 23.8433 15.1835 11.9026
14 C 24.1180 13.9265 12.3528
15 C 23.2387 12.9120 12.4421
16 C 21.9068 13.2068 12.0627
17 H 19.8264 16.8814 12.7269
18 H 19.3463 19.3464 12.5848
19 H 18.8278 20.3187 10.4569
20 H 18.5746 18.7323 8.4274
21 H 18.9196 16.3475 8.6779
22 H 22.2911 16.4526 11.2818
23 H 24.6325 15.9367 11.8739
24 H 25.1378 13.8094 12.7570
25 H 23.4760 12.0127 12.9705
26 H 21.0833 12.5042 12.1679
27 C 6.2876 16.1243 13.2578
28 C 7.5550 15.3531 13.1076
29 C 7.5823 13.9602 13.2127
30 C 8.8176 13.3228 13.2600
31 C 10.0170 14.0735 13.3302
32 N 11.3152 13.4876 13.5413
33 C 12.5443 13.4773 12.9386
34 O 13.4704 12.7781 13.3345
35 N 12.6395 14.2783 11.8391
36 C 13.7384 14.3143 10.9493
37 C 13.5990 15.1194 9.8491
38 C 14.5620 15.0341 8.8111
39 C 15.6160 14.1788 9.0103
40 N 15.7924 13.5272 10.1354
41 C 14.9158 13.6036 11.1614
42 C 9.9059 15.4321 13.2901
43 C 8.7175 16.1024 13.1827
44 H 5.4099 15.6960 12.8131
45 H 6.3177 17.0980 12.7969
46 H 6.0387 16.3774 14.2986
47 H 6.7693 13.3016 13.1015
48 H 8.8502 12.2176 13.0678
49 H 11.3341 12.6507 14.1083
50 H 11.7796 14.4246 11.4163
51 H 12.7210 15.8138 9.9007
52 H 14.6510 15.6122 7.9331
53 H 16.4342 14.0023 8.3470
54 H 15.0412 13.0750 12.0967
55 H 10.8559 15.9295 13.3155
56 H 8.6321 17.1899 13.3887
57 O 14.6983 6.9491 7.0375
58 C 14.4507 6.4825 8.3388
59 N 15.0129 7.4956 9.2444
60 C 14.1621 8.1008 10.1585
61 O 13.0119 7.8357 10.3385
62 C 14.8543 9.0332 11.0567
63 C 14.8661 8.8034 12.4178
64 C 15.4808 9.7579 13.2399
65 C 16.1489 10.7751 12.6519
66 N 16.2690 10.8800 11.2593
67 C 15.6127 10.0200 10.5347
68 H 14.9147 6.1940 6.4830
69 H 14.8353 5.4707 8.4293
70 H 13.3718 6.4765 8.5416
71 H 16.0243 7.5738 9.3543
72 H 14.1684 8.0185 12.8430
73 H 15.4052 9.7262 14.3390
74 H 16.7324 11.4588 13.2377
75 H 15.7209 10.0685 9.4618

As for the multiplicity: 3. As for the total charge: +1. Its HOMO-LUMO gap (alpha / beta) is 7.7 / 6.9 eV.

3.
A structure of composition C32H32BBr63F10N4O4S2 in a non-equilibrium geometry, computed with the ωB97M-V functional and the def2-TZVPD basis.

Geometry (Å):
1 N -2.6262 2.3270 -2.1515
2 C -1.3883 3.0065 -2.5748
3 C -0.2105 2.2489 -1.8605
4 C 1.1614 2.5150 -2.5889
5 C 2.0913 2.7719 -1.3599
6 O 2.3949 3.7701 -0.8612
7 N 2.4369 1.4268 -0.9505
8 C 2.5234 0.4769 -2.1163
9 B 4.1816 0.3701 -2.3071
10 N 4.8601 -0.6057 -3.1461
11 O 4.9553 1.2560 -1.5780
12 S 1.8196 -1.0316 -1.4262
13 O 0.3912 -1.1204 -1.3503
14 O 2.3044 -2.1680 -2.1581
15 C 2.3950 -1.3265 0.3405
16 F 2.4218 -2.5819 0.6088
17 F 3.5141 -0.6786 0.6546
18 F 1.4247 -0.8078 1.0901
19 C 1.8950 1.3432 -3.2683
20 N 3.1451 1.6750 -4.0425
21 C 3.2653 2.8374 -4.3578
22 S 3.3845 4.3731 -4.4446
23 C 0.9568 0.7630 -4.3615
24 F -0.1387 0.1300 -3.9058
25 F 0.4762 1.7935 -5.1066
26 C 1.6192 -0.2114 -5.4011
27 F 2.5144 -1.0131 -4.8388
28 F 2.1515 0.4448 -6.4331
29 C 0.5545 -1.1764 -6.0569
30 F -0.4818 -0.5314 -6.5469
31 F 1.1747 -1.7141 -7.1259
32 F 0.2374 -2.1774 -5.2899
33 H -2.5577 1.3461 -2.4100
34 H -3.4016 2.7125 -2.6848
35 H -1.2370 2.9451 -3.6642
36 H -1.3995 4.0275 -2.1771
37 H -0.5149 1.1977 -1.8088
38 H -0.1514 2.6968 -0.8586
39 H 0.9183 3.3849 -3.2063
40 H 1.7088 1.2032 -0.2664
41 H 4.8143 -0.4050 -4.1366
42 H 4.6237 -1.5702 -2.9376
43 H 5.3660 0.7187 -0.8809
44 C -4.5384 -1.2453 -0.6691
45 Br -2.6710 -1.0532 -1.1079
46 Br -5.1584 0.1730 0.4856
47 Br -5.6372 -1.4073 -2.2483
48 H -4.6387 -2.1695 -0.1185
49 C -7.5780 -3.0201 2.2083
50 Br -5.7791 -3.6662 2.4889
51 Br -8.5350 -4.0999 0.9273
52 Br -8.5380 -2.8613 3.8707
53 H -7.4982 -2.0242 1.7886
54 C -6.3086 3.4267 3.2375
55 Br -4.7038 3.6953 2.2037
56 Br -7.8412 3.1329 2.1046
57 Br -6.1004 2.0077 4.5314
58 H -6.4863 4.3392 3.7922
59 C 1.5380 -0.3069 -10.4975
60 Br 2.6957 -1.2482 -11.7225
61 Br 1.9169 1.5838 -10.4755
62 Br -0.3238 -0.6647 -10.8553
63 H 1.7500 -0.6862 -9.5061
64 C 0.5763 -3.8119 3.4324
65 Br 0.7297 -2.7614 5.0414
66 Br 1.7803 -5.3191 3.4607
67 Br -1.2463 -4.3466 3.0877
68 H 0.8820 -3.1804 2.6093
69 C 2.9388 1.2369 4.5680
70 Br 3.3951 0.6251 2.7988
71 Br 1.0937 0.8336 4.9576
72 Br 4.1347 0.5396 5.9134
73 H 3.0441 2.3138 4.5784
74 C 7.2140 5.6189 -4.7839
75 Br 7.0794 7.2272 -3.7278
76 Br 8.9185 5.4848 -5.6753
77 Br 6.8312 4.0451 -3.7366
78 H 6.4560 5.6807 -5.5546
79 C -12.0377 -0.4201 3.8890
80 Br -12.1498 -2.1027 2.9597
81 Br -12.0386 -0.6635 5.8033
82 Br -10.5256 0.6215 3.2929
83 H -12.9256 0.1460 3.6403
84 C -3.7020 4.6391 6.5175
85 Br -1.8578 4.2347 6.1320
86 Br -4.2232 4.0326 8.2744
87 Br -4.0934 6.5121 6.2636
88 H -4.2985 4.0900 5.7991
89 C -3.8375 -2.2293 -9.3742
90 Br -4.2694 -1.2862 -11.0036
91 Br -3.4209 -4.0827 -9.7102
92 Br -2.4273 -1.3488 -8.3986
93 H -4.7208 -2.2092 -8.7504
94 C 1.8220 5.4868 -8.1135
95 Br 1.7252 7.0839 -7.0319
96 Br 3.5172 5.3392 -9.0237
97 Br 1.4321 3.9060 -7.0836
98 H 1.0574 5.5699 -8.8746
99 C 7.2623 3.2249 0.6846
100 Br 8.3830 4.7640 1.0052
101 Br 7.5048 1.8651 2.0354
102 Br 5.4091 3.7116 0.4941
103 H 7.5768 2.7949 -0.2578
104 C 2.9999 -8.8896 4.9360
105 Br 2.8409 -10.5216 3.9225
106 Br 3.0570 -9.2276 6.8328
107 Br 4.4996 -7.8246 4.3459
108 H 2.1057 -8.3090 4.7461
109 C -1.2614 -9.5821 8.3434
110 Br 0.1049 -10.9160 8.6356
111 Br -1.6161 -8.5613 9.9407
112 Br -0.8496 -8.4381 6.8418
113 H -2.1715 -10.1117 8.0960
114 C -11.5164 3.4367 0.9770
115 Br -10.2690 2.6385 -0.2616
116 Br -11.3320 5.3556 1.0381
117 Br -13.3317 2.8999 0.6063
118 H -11.2697 3.0609 1.9618
119 C 12.8621 4.0128 -4.7181
120 Br 14.5743 3.1480 -4.5116
121 Br 11.7729 3.1329 -6.0462
122 Br 11.9348 4.1791 -3.0343
123 H 13.0531 5.0153 -5.0767
124 C -8.0293 -7.0322 3.5789
125 Br -6.2317 -7.6759 3.8541
126 Br -8.9878 -8.1101 2.2984
127 Br -8.9897 -6.8706 5.2432
128 H -7.9503 -6.0365 3.1594
129 C 7.9987 11.4448 -2.2706
130 Br 9.6541 11.5536 -3.2547
131 Br 6.4739 11.3123 -3.4479
132 Br 8.0307 10.0170 -0.9717
133 H 7.8942 12.3704 -1.7209
134 C 5.8102 -4.0712 2.9347
135 Br 7.6736 -3.8179 2.5039
136 Br 5.1328 -2.6563 4.0593
137 Br 4.7317 -4.2862 1.3504
138 H 5.7350 -4.9918 3.4987
139 C -11.9630 0.7764 9.5491
140 Br -10.8559 2.3434 9.7478
141 Br -11.7341 -0.4535 11.0175
142 Br -13.8177 1.2406 9.2879
143 H -11.6330 0.2672 8.6535
144 C 6.4451 -9.3076 9.3169
145 Br 7.8153 -10.6355 9.6023
146 Br 6.0914 -8.2868 10.9155
147 Br 6.8557 -8.1676 7.8177
148 H 5.5346 -9.8385 9.0709

Its HOMO-LUMO gap is 8.9 eV.

4.
A structure of composition C32H32BN11O2W, computed with the ωB97M-V functional and the def2-TZVPD basis.

Geometry (Å):
1 W -0.0930 0.9048 1.2072
2 C -0.5449 3.7048 -0.9457
3 C -1.1950 3.6724 0.3893
4 C -1.9234 4.6391 1.0200
5 C -2.2808 4.1136 2.2724
6 N -1.7940 2.8966 2.4018
7 N -1.1017 2.5761 1.2381
8 B -1.8345 1.8777 3.6053
9 N -0.3632 1.7124 4.0718
10 C 0.2712 2.0022 5.2098
11 C 1.5930 1.6019 5.1080
12 C 1.7278 1.0748 3.8342
13 C 2.9457 0.5057 3.1925
14 N 0.5354 1.1586 3.1974
15 N -2.3102 0.4917 3.0338
16 C -3.3215 -0.2510 3.4752
17 C -3.3457 -1.4493 2.7733
18 C -2.2986 -1.3805 1.8761
19 C -1.8374 -2.4298 0.9227
20 N -1.6723 -0.1801 2.0188
21 N -2.7590 2.3088 4.6773
22 C -2.8443 1.8899 5.9785
23 C -4.0651 2.2597 6.4557
24 C -4.7137 2.8982 5.3664
25 C -6.0832 3.4886 5.3346
26 N -3.9352 2.9069 4.3016
27 H -1.2168 4.1592 -1.6720
28 H -0.2763 2.7099 -1.2925
29 H 0.3589 4.3154 -0.9049
30 H -2.1834 5.6110 0.6367
31 H -2.8780 4.5372 3.0641
32 H -0.2412 2.4923 6.0208
33 H 2.3558 1.6839 5.8627
34 H 3.5136 -0.0658 3.9243
35 H 3.5889 1.3024 2.8172
36 H 2.7044 -0.1636 2.3661
37 H -3.9648 0.1112 4.2625
38 H -4.0316 -2.2671 2.9113
39 H -1.8048 -3.3922 1.4318
40 H -0.8391 -2.2268 0.5341
41 H -2.5276 -2.5315 0.0850
42 H -2.0538 1.3392 6.4610
43 H -4.4499 2.1089 7.4498
44 H -6.3997 3.7806 6.3335
45 H -6.8048 2.7644 4.9547
46 H -6.1121 4.3631 4.6880
47 C 3.4046 -6.7059 -8.4019
48 O 3.9689 -6.1564 -7.1753
49 C 3.6000 -5.0199 -6.7041
50 C 4.2855 -4.6149 -5.5033
51 C 3.9994 -3.4337 -4.9309
52 C 2.9917 -2.5766 -5.5192
53 C 2.3247 -2.9987 -6.7289
54 C 2.6084 -4.1861 -7.3070
55 N 2.6616 -1.3966 -5.0699
56 N 3.3078 -0.8335 -4.1026
57 C 2.8363 -0.3493 -3.0045
58 C 3.7775 0.4539 -2.2297
59 C 3.4255 1.0778 -1.0927
60 C 2.0796 0.9488 -0.6220
61 O 1.6557 1.4841 0.4978
62 C 1.1186 0.2369 -1.3396
63 N -0.1349 0.2447 -0.7584
64 C -1.1384 -0.3582 -1.4813
65 C -0.8986 -0.9930 -2.6596
66 C 0.4129 -1.0894 -3.1876
67 C 1.4438 -0.4651 -2.5322
68 H 3.8912 -7.6659 -8.5218
69 H 3.6458 -6.0485 -9.2341
70 H 2.3311 -6.8334 -8.2830
71 H 5.0440 -5.2818 -5.1167
72 H 4.5325 -3.0962 -4.0523
73 H 1.5989 -2.3218 -7.1613
74 H 2.1151 -4.4921 -8.2171
75 H 4.7792 0.5351 -2.6290
76 H 4.1250 1.6810 -0.5301
77 H -2.1316 -0.2928 -1.0589
78 H -1.7280 -1.4397 -3.1896
79 H 0.5719 -1.6378 -4.1030

As for the multiplicity: 2. As for the total charge: +3. Its HOMO-LUMO gap (alpha / beta) is 4.9 / 4.9 eV.

5.
A structure of composition C32H32IN4O6P2Zn, computed with the ωB97M-V functional and the def2-TZVPD basis.

Geometry (Å):
1 Zn 0.7757 0.3499 -0.0981
2 O 2.7037 0.9219 -3.6171
3 C 2.3024 0.6577 -2.5046
4 O 1.0794 0.7718 -2.0805
5 C 3.3093 0.2756 -1.4261
6 C 4.6659 0.1964 -1.6914
7 C 5.5400 0.0365 -0.6292
8 C 5.0401 0.0004 0.6659
9 C 3.6714 0.0812 0.8442
10 N 2.8307 0.1838 -0.1873
11 C 3.0815 0.3032 2.2073
12 O 3.7571 0.4892 3.1794
13 O 1.7423 0.4091 2.1821
14 H 5.0001 0.2888 -2.7150
15 H 6.6062 -0.0232 -0.8039
16 H 5.6819 -0.0597 1.5334
17 N 0.4570 3.4615 -2.0243
18 C 1.4155 4.0763 -1.0412
19 P 0.7504 3.6474 0.6358
20 O -0.2752 4.6413 1.0136
21 O 0.3406 2.2052 0.4145
22 C 2.1319 3.6270 1.8219
23 N 1.6339 2.9690 3.0499
24 H 0.5714 2.4155 -2.0471
25 H 0.6058 3.8103 -2.9694
26 H -0.5149 3.6526 -1.7564
27 H 1.4260 5.1541 -1.1861
28 H 2.4030 3.6626 -1.2446
29 H 2.4768 4.6496 1.9943
30 H 2.9658 3.0462 1.4168
31 H 2.3186 3.0540 3.7934
32 H 1.5004 1.2438 2.7132
33 H 0.7910 3.4382 3.3691
34 C -2.6062 -3.7199 -2.7982
35 C -1.5073 -2.9102 -3.0495
36 C -1.2034 -1.8680 -2.1869
37 C -2.0102 -1.6195 -1.0755
38 C -3.1122 -2.4331 -0.8284
39 C -3.4049 -3.4820 -1.6879
40 P -1.5285 -0.2505 0.0134
41 C -2.3546 1.2185 -0.6677
42 C -2.4811 1.3373 -2.0520
43 C -2.9489 2.5200 -2.6082
44 C -3.2888 3.5897 -1.7859
45 C -3.1647 3.4705 -0.4086
46 C -2.6987 2.2903 0.1495
47 C -2.2285 -0.5460 1.6478
48 C -1.3870 -0.9573 2.6784
49 C -1.9074 -1.2227 3.9379
50 C -3.2651 -1.0689 4.1717
51 C -4.1083 -0.6466 3.1499
52 C -3.5943 -0.3831 1.8920
53 H -2.8402 -4.5376 -3.4674
54 H -0.8792 -3.0943 -3.9113
55 H -0.3330 -1.2497 -2.3796
56 H -3.7364 -2.2666 0.0398
57 H -4.2608 -4.1138 -1.4888
58 H -2.2214 0.5095 -2.7002
59 H -3.0663 2.5990 -3.6818
60 H -3.6576 4.5108 -2.2186
61 H -3.4052 4.3057 0.2340
62 H -2.5718 2.2233 1.2224
63 H -0.3228 -1.0673 2.5031
64 H -1.2490 -1.5427 4.7346
65 H -3.6701 -1.2709 5.1547
66 H -5.1663 -0.5189 3.3366
67 H -4.2511 -0.0369 1.1025
68 I 4.2488 -3.4880 -0.4792
69 C 2.2627 -4.0872 -0.1816
70 C 1.9503 -5.4267 -0.3722
71 C 0.6475 -5.8249 -0.1290
72 C -0.2694 -4.8818 0.3098
73 C 0.1584 -3.5764 0.4637
74 N 1.4029 -3.1620 0.2041
75 H 2.7069 -6.1280 -0.6914
76 H 0.3602 -6.8593 -0.2653
77 H -1.2945 -5.1454 0.5301
78 H -0.5281 -2.8258 0.8269

As for the total charge: +1. Its HOMO-LUMO gap is 8.4 eV.